H12O6 | ωB97M-V with the def2-TZVPD basis set

Properties
- relative energy (zero: lowest compared OMol25 entry of this formula, charge and spin) (kcal per mole) = 27.3
- lowest unoccupied orbital energy (eV) = 0.3
- F_max (eV/A) = 3.23
- orbital gap (eV) = 11.340
- HOMO (eV) = -11.068

The geometry in ORCA input format:
```
! RIJCOSX wB97M-V def2-TZVPD def2/J DEFGRID3
* xyz 0 1
O 1.48675 1.48829 1.06855
H 2.23044 1.75415 0.60580
H 0.72938 1.63054 0.42630
O -0.21050 1.81993 -0.62944
H -1.14209 1.87959 -0.49348
H -0.12259 0.88514 -0.89921
O -2.84608 0.48042 -0.23692
H -3.02325 0.00289 -1.11856
H -2.25456 -0.07072 0.27802
O -1.43095 -1.00538 1.34075
H -1.85060 -1.87369 1.61699
H -0.56865 -1.19510 0.98062
O 2.68010 -0.74696 -0.23012
H 2.42330 0.08068 0.22023
H 2.57128 -1.43731 0.46934
O 0.19039 -1.17574 -0.90258
H -0.00237 -1.51611 -1.76343
H 1.14000 -1.00061 -0.73287
*
```



H12O6 | ωB97M-V with the def2-TZVPD basis set

Properties
- relative energy (zero: lowest compared OMol25 entry of this formula, charge and spin) (kcal per mole) = 62.9
- lowest unoccupied orbital energy (eV) = 0.3
- F_max (eV/A) = 2.47
- orbital gap (eV) = 10.770
- HOMO (eV) = -10.505

The geometry in ORCA input format:
```
! RIJCOSX wB97M-V def2-TZVPD def2/J DEFGRID3
* xyz 0 1
O 0.39141 0.73762 0.67105
H 0.77322 1.50717 1.10808
H -0.50793 1.01110 0.45800
O 1.48198 3.07185 -2.27517
H 0.86659 2.60264 -1.70061
H 2.34517 2.71789 -2.03308
O -0.57699 -2.98687 1.30148
H -1.06829 -2.84441 2.11837
H 0.34646 -2.91078 1.56689
O 2.23847 -0.40819 0.91725
H 1.88834 -1.20953 1.32252
H 2.14100 -0.56219 -0.02920
O -0.86887 0.55712 -1.70793
H -0.07961 0.96879 -1.33835
H -1.26508 1.25128 -2.24659
O -2.48928 -1.11778 0.29308
H -2.45591 -0.59926 1.10487
H -3.16070 -1.78645 0.46935
*
```



H12O6Xe | ωB97M-V with the def2-TZVPD basis set

Properties
- relative energy (zero: lowest compared OMol25 entry of this formula, charge and spin) (kcal per mole) = 4.9
- lowest unoccupied orbital energy (eV) = -0.1
- F_max (eV/A) = 0.80
- orbital gap (eV) = 10.112
- HOMO (eV) = -10.255

The geometry in ORCA input format:
```
! RIJCOSX wB97M-V def2-TZVPD def2/J DEFGRID3
* xyz 0 1
Xe 0.62590 -1.69248 -1.15525
O 0.90566 -0.80436 2.85020
H 1.07368 -1.74369 2.77499
H 1.59779 -0.48224 3.42763
O 2.68585 1.89570 -2.55701
H 3.35283 1.25184 -2.79538
H 1.89098 1.59116 -2.99480
O 0.11794 0.90116 -3.89692
H -0.63263 0.66035 -3.35390
H 0.38473 0.08215 -4.31440
O -2.21705 -1.99687 1.64622
H -2.28735 -2.11546 2.59344
H -1.27584 -2.00694 1.47228
O -2.30961 0.35986 0.07773
H -1.42312 0.56906 0.37201
H -2.65686 -0.22011 0.75543
O 0.08043 1.27799 1.31043
H -0.15469 1.96596 1.93304
H 0.24136 0.50691 1.85427
*
```